[1]
This record from the OMol25 dataset describes C27H62BClF6IN2O15S as an isolated structure in a non-equilibrium geometry. The level of theory is ωB97M-V/def2-TZVPD.

Geometry (Å):
C -1.24 3.10 3.19
C -2.67 2.79 2.66
C -2.80 2.94 1.15
F -3.85 3.80 0.88
C -3.10 1.59 0.37
S -1.52 0.69 0.65
O -1.45 0.17 1.98
O -0.41 1.57 0.37
C -1.17 -0.85 -0.36
F 0.05 -1.21 0.12
F -1.00 -0.64 -1.67
C -2.12 -2.08 -0.05
F -3.27 -1.71 0.49
F -2.32 -2.78 -1.19
F -1.49 -2.92 0.81
O -4.18 1.07 1.02
B -5.44 1.26 0.24
Cl -6.23 -0.42 -0.17
N -6.46 2.02 1.13
C -6.27 1.73 2.55
C -7.77 1.95 0.66
C -8.89 1.29 1.45
O -8.05 2.39 -0.44
O -4.96 2.03 -0.91
C -3.61 1.93 -1.10
I -2.70 3.71 -1.98
C -3.41 0.94 -2.27
O -3.72 -0.40 -1.93
N -3.84 -1.14 -3.13
O -4.56 -2.04 -2.99
H -1.24 3.97 3.84
H -0.54 3.32 2.37
H -0.82 2.25 3.72
H -3.34 3.50 3.14
H -2.93 1.79 3.01
H -1.91 3.44 0.75
H -6.10 0.66 2.75
H -7.11 2.09 3.14
H -5.39 2.26 2.92
H -8.72 1.17 2.52
H -8.99 0.29 1.03
H -9.81 1.83 1.26
H -4.08 1.29 -3.05
H -2.40 1.04 -2.69
C 1.18 -2.50 -3.25
C 2.58 -2.36 -3.83
O 2.60 -1.44 -4.92
H 0.48 -2.83 -4.01
H 1.17 -3.21 -2.42
H 0.83 -1.53 -2.88
H 2.93 -3.32 -4.21
H 3.27 -2.02 -3.05
H 2.31 -0.58 -4.59
C -1.41 7.27 2.46
C -2.64 6.41 2.57
O -3.05 6.25 3.92
H -0.59 6.84 3.03
H -1.10 7.37 1.42
H -1.59 8.27 2.86
H -2.45 5.41 2.18
H -3.47 6.84 1.99
H -3.25 7.12 4.28
C 4.69 -2.71 -0.38
C 5.70 -2.11 0.58
O 5.96 -0.74 0.30
H 5.05 -2.62 -1.41
H 4.52 -3.76 -0.16
H 3.74 -2.17 -0.32
H 6.66 -2.63 0.50
H 5.35 -2.20 1.61
H 5.13 -0.26 0.38
C -2.00 -7.19 1.38
C -0.62 -7.00 0.76
O -0.66 -6.09 -0.33
H -2.70 -7.55 0.63
H -1.96 -7.90 2.20
H -2.38 -6.24 1.76
H -0.25 -7.95 0.37
H 0.09 -6.64 1.52
H -0.97 -5.24 0.00
C 2.60 1.64 2.80
C 2.70 0.64 3.93
O 1.64 0.79 4.86
H 2.61 2.66 3.19
H 3.43 1.53 2.09
H 1.66 1.51 2.26
H 3.63 0.77 4.49
H 2.69 -0.38 3.53
H 0.81 0.66 4.38
C 6.62 -1.18 -6.96
C 5.47 -0.21 -7.17
O 4.25 -0.88 -7.42
H 6.74 -1.82 -7.84
H 7.56 -0.66 -6.78
H 6.43 -1.84 -6.11
H 5.67 0.43 -8.03
H 5.36 0.43 -6.28
H 4.05 -1.43 -6.65
C 2.55 5.63 0.43
C 1.04 5.67 0.62
O 0.38 4.81 -0.31
H 2.82 5.92 -0.58
H 3.05 6.29 1.14
H 2.93 4.61 0.59
H 0.67 6.68 0.44
H 0.77 5.37 1.64
H 0.70 3.91 -0.16
C 5.50 -7.76 0.44
C 5.31 -6.28 0.16
O 6.37 -5.75 -0.64
H 6.45 -7.93 0.95
H 4.69 -8.14 1.06
H 5.53 -8.32 -0.50
H 5.31 -5.71 1.09
H 4.36 -6.10 -0.35
H 6.38 -6.24 -1.47

Values from the calculation:
Charge: -1
Molecular weight, g/mol: 974.0


[2]
This record from the OMol25 dataset describes C38H52CuO3Se as an isolated structure in a non-equilibrium geometry. The level of theory is ωB97M-V/def2-TZVPD.

Geometry (Å):
Cu 0.29 1.56 -0.02
C 0.32 -1.99 6.29
C 1.12 -2.78 5.23
C 2.48 -3.13 5.84
C 0.37 -4.08 4.91
C 1.26 -1.95 3.96
C 0.13 -1.45 3.33
C 0.23 -0.73 2.15
Se -1.39 0.14 1.53
C -1.81 -0.67 -0.18
C -2.71 -1.73 -0.14
C -3.15 -2.36 -1.29
C -2.62 -1.90 -2.50
C -1.73 -0.84 -2.59
C -1.33 -0.14 -1.41
O -0.58 0.92 -1.50
C -1.16 -0.43 -3.96
C -1.61 0.99 -4.34
C 0.38 -0.51 -3.91
C -1.63 -1.36 -5.08
C -4.17 -3.49 -1.19
C -3.60 -4.64 -0.35
C -5.46 -2.97 -0.53
C -4.54 -4.05 -2.57
C 1.46 -0.48 1.50
O 1.52 0.12 0.35
C 2.63 -0.95 2.18
C 2.49 -1.66 3.36
C 4.03 -0.59 1.65
C 4.25 -1.12 0.23
C 5.14 -1.17 2.53
C 4.17 0.94 1.67
H 0.29 -2.54 7.23
H -0.70 -1.81 5.96
H 0.79 -1.02 6.47
H 2.33 -3.71 6.76
H 3.04 -2.23 6.10
H 3.07 -3.74 5.15
H 0.23 -4.67 5.82
H 0.94 -4.67 4.19
H -0.60 -3.87 4.47
H -0.86 -1.60 3.75
H -3.05 -2.05 0.84
H -2.91 -2.40 -3.41
H -1.28 1.71 -3.60
H -2.70 1.03 -4.39
H -1.21 1.27 -5.32
H 0.77 0.13 -3.13
H 0.80 -0.20 -4.87
H 0.69 -1.53 -3.71
H -2.71 -1.33 -5.20
H -1.33 -2.40 -4.90
H -1.18 -1.04 -6.02
H -3.35 -4.30 0.66
H -2.68 -5.02 -0.81
H -4.32 -5.46 -0.27
H -5.25 -2.61 0.48
H -6.20 -3.77 -0.46
H -5.87 -2.14 -1.10
H -3.67 -4.47 -3.07
H -4.98 -3.28 -3.21
H -5.28 -4.85 -2.45
H 3.39 -2.01 3.85
H 4.16 -2.21 0.21
H 5.25 -0.85 -0.12
H 3.51 -0.70 -0.45
H 5.08 -2.26 2.59
H 5.11 -0.76 3.54
H 6.11 -0.91 2.10
H 3.41 1.41 1.05
H 5.16 1.24 1.29
H 4.06 1.32 2.69
C 0.72 7.54 -3.67
C 0.54 6.44 -2.66
C 1.39 5.35 -2.60
C 1.23 4.34 -1.66
C 2.19 3.18 -1.68
C 0.17 4.42 -0.73
C -0.06 3.39 0.32
O 0.89 2.85 1.02
C -0.69 5.52 -0.78
C -1.85 5.71 0.18
C -0.50 6.51 -1.74
H 1.57 7.35 -4.32
H 0.90 8.49 -3.16
H -0.17 7.66 -4.28
H 2.20 5.27 -3.32
H 2.93 3.31 -2.48
H 1.66 2.24 -1.86
H 2.71 3.08 -0.73
H -1.04 3.43 0.79
H -1.65 5.32 1.17
H -2.75 5.22 -0.21
H -2.08 6.78 0.27
H -1.16 7.37 -1.76

Values from the calculation:
Energy relative to the best compared isomer or geometry (same formula, charge and spin), kcal per mole: 9.9
Charge: -1
Molecular weight, g/mol: 699.3


[3]
This record from the OMol25 dataset describes a 2-piece molecular cluster, H3NO4 overall. The level of theory is ωB97M-V/def2-TZVPD.

Geometry (Å):
H 1.28 1.27 -0.73
H 1.07 -1.01 0.83
H -3.10 -0.08 0.89
N -2.86 0.25 -0.12
O 1.88 1.06 0.00
O 2.31 -0.22 -0.31
O 1.19 -1.08 -0.13
O -1.78 -0.17 -0.43

Values from the calculation:
Energy relative to the best compared isomer or geometry (same formula, charge and spin), kcal per mole: 34.2
Molecular weight, g/mol: 81.0
SMILES: N=O.OOO


Number 1: highest occupied orbital energy -5.90 eV, gap between HOMO and LUMO 7.664 eV. Number 2: highest occupied orbital energy -4.28 eV, gap between HOMO and LUMO 6.845 eV. Number 3: highest occupied orbital energy -9.75 eV, gap between HOMO and LUMO 9.327 eV.